{"formula": "C40H52InN8OP2S", "method": "ωB97M-V/def2-TZVPD", "energy_ev": -90856.3669, "e_homo_ev": -14.24, "total_charge": 3, "homo_lumo_gap_ev": 6.31, "symbols": ["In", "N", "C", "C", "N", "C", "C", "N", "H", "H", "H", "H", "H", "H", "H", "H", "H", "H", "H", "H", "H", "C", "S", "C", "C", "C", "N", "P", "C", "C", "C", "C", "C", "C", "C", "C", "C", "C", "C", "C", "P", "C", "C", "C", "C", "C", "C", "C", "C", "C", "C", "C", "C", "H", "H", "H", "H", "H", "H", "H", "H", "H", "H", "H", "H", "H", "H", "H", "H", "H", "H", "H", "H", "H", "H", "H", "H", "H", "H", "H", "H", "H", "N", "C", "C", "C", "C", "N", "C", "C", "H", "H", "H", "H", "C", "N", "C", "N", "O", "H", "H", "H", "H", "H", "H"], "positions_angstrom": [[-1.34134, -0.13415, 0.75827], [-1.63484, -2.48799, 0.79137], [-2.42880, -3.20625, 1.84550], [-2.52117, -2.27438, 3.02570], [-2.64034, -0.83433, 2.68528], [-4.01949, -0.34329, 2.47883], [-4.59767, -0.53068, 1.08500], [-3.66109, -0.10319, 0.02926], [-1.99055, -2.80349, -0.09528], [-0.68923, -2.85028, 0.77732], [-1.82869, -4.04786, 2.20947], [-3.34284, -3.56545, 1.27689], [-1.68016, -2.34880, 3.61674], [-3.37756, -2.51739, 3.65691], [-2.29164, -0.41709, 3.50270], [-4.05764, 0.71675, 2.76401], [-4.75759, -0.83655, 3.20663], [-5.54803, 0.01282, 1.07317], [-4.73825, -1.59766, 0.84001], [-4.01176, 0.76041, -0.36731], [-3.66156, -0.71657, -0.80728], [5.45446, 0.58299, -3.60640], [5.71840, -0.59665, -2.30389], [5.22384, 0.25231, -0.80109], [3.70653, 0.50758, -0.61112], [2.87506, -0.72076, -0.41300], [1.52308, -0.38288, 0.07931], [1.20885, -0.49143, 1.82881], [2.25758, 0.55563, 2.76439], [1.56584, 1.60322, 3.35123], [2.23710, 2.43219, 4.27089], [3.56725, 2.26520, 4.54694], [4.23120, 1.27858, 3.86526], [3.63993, 0.39134, 2.98840], [1.49745, -2.23799, 2.29600], [1.47920, -3.26531, 1.33961], [1.68841, -4.60638, 1.70426], [1.77089, -4.96302, 3.02589], [1.79929, -3.98020, 3.99443], [1.59737, -2.61607, 3.63559], [0.40446, 0.40002, -0.93998], [0.37327, -0.36069, -2.55700], [-0.65371, -1.22546, -3.01493], [-0.43085, -2.02330, -4.14487], [0.75766, -1.95119, -4.86262], [1.72354, -1.00981, -4.45540], [1.52404, -0.27631, -3.33237], [0.82480, 2.20811, -1.16135], [0.44499, 2.82926, -2.38580], [0.80488, 4.10689, -2.56698], [1.59963, 4.83154, -1.63054], [1.95717, 4.23079, -0.44171], [1.51040, 2.90840, -0.17168], [5.43963, -0.02473, -4.48137], [6.29309, 1.21697, -3.71696], [4.42250, 1.08760, -3.47423], [5.83421, 1.16088, -0.80606], [5.67802, -0.35157, -0.00066], [3.32038, 1.11403, -1.44529], [3.67765, 1.06785, 0.33106], [3.28137, -1.36120, 0.39129], [2.74993, -1.36723, -1.28671], [0.48263, 1.72890, 3.27589], [1.76719, 3.25911, 4.74070], [4.12255, 2.98753, 5.22195], [5.26791, 1.18030, 3.98275], [4.11641, -0.39881, 2.43415], [1.42173, -3.01785, 0.24534], [1.69772, -5.32223, 0.89601], [1.84319, -5.95254, 3.30752], [1.96234, -4.32687, 5.06638], [1.65195, -1.86131, 4.38669], [-1.61642, -1.26744, -2.44072], [-1.21080, -2.66499, -4.48285], [1.02722, -2.61613, -5.61892], [2.70180, -0.90751, -4.97416], [2.23451, 0.46047, -2.99846], [-0.10070, 2.24405, -3.10582], [0.46353, 4.56986, -3.52142], [2.08709, 5.77006, -1.86301], [2.63630, 4.70062, 0.22116], [1.74780, 2.41651, 0.75356], [-2.20111, 7.27541, 2.42223], [-2.15793, 6.15706, 2.27121], [-2.20332, 4.74752, 1.95812], [-2.12108, 4.38934, 0.60829], [-1.98956, 3.02490, 0.39533], [-1.94693, 2.12919, 1.41481], [-2.06194, 2.51306, 2.64627], [-2.19371, 3.83715, 2.98204], [-2.27635, 5.08231, -0.15180], [-1.98234, 2.59997, -0.59747], [-2.10933, 1.73198, 3.39603], [-2.20311, 4.19183, 4.07959], [-4.61097, -2.81231, -5.40005], [-4.11708, -2.79426, -4.01441], [-4.02428, -1.68724, -3.26699], [-4.37393, -0.48146, -3.81958], [-3.69216, -1.74296, -2.11503], [-4.99041, -3.84394, -5.57118], [-3.81885, -2.50295, -6.10731], [-5.43468, -2.07653, -5.61796], [-4.01567, -3.58914, -3.37946], [-4.90222, -0.40969, -4.67139], [-4.63552, 0.18522, -3.14259]], "forces_ev_per_angstrom": [[-1.9, -0.2, 1.2], [0.4, -0.2, -0.5], [0.4, 0.1, -1.3], [-2.9, 0.6, -0.8], [-0.6, -0.4, -1.3], [-1.4, -0.3, 1.4], [0.7, -1.1, -0.3], [0.7, 0.9, -0.3], [-0.3, 0.1, -0.6], [0.4, -0.1, 0.3], [-0.4, -0.2, -0.4], [0.7, 0.5, 1.5], [2.0, -0.4, 1.1], [0.0, -0.3, 0.1], [0.5, 1.1, 1.1], [0.2, -0.2, -0.3], [1.1, 0.5, -0.9], [0.1, -0.3, -0.3], [-0.5, 0.3, 0.6], [0.3, 0.5, 0.2], [-0.3, -0.3, 0.3], [-2.2, 0.3, 0.7], [-0.1, -1.3, 0.2], [0.4, 0.1, -0.4], [1.6, 0.4, 0.1], [-0.1, -1.0, 0.6], [-0.4, 0.1, 0.9], [-1.3, -0.8, -2.2], [0.1, 0.2, 0.1], [0.2, 0.7, 1.7], [-0.5, 0.0, -0.6], [0.5, 1.2, 0.5], [0.8, -1.1, -0.7], [-1.7, 0.4, 0.0], [-0.2, -0.5, -0.3], [0.7, 0.0, -1.1], [-0.9, 1.1, -1.2], [0.2, 1.6, -0.1], [-0.4, 0.7, 1.3], [0.9, -1.2, 0.2], [0.4, 1.0, 0.2], [-0.8, -1.2, -0.4], [-0.1, 0.3, 1.0], [0.0, 0.7, 0.2], [0.5, 1.6, 1.9], [0.8, -1.0, -1.2], [0.0, 1.4, 1.0], [-0.3, -0.9, -0.1], [0.1, -1.9, 1.9], [0.2, 2.8, -1.3], [0.1, -0.9, -0.4], [-0.9, -1.5, -0.4], [-0.1, 0.5, -0.9], [-0.3, -0.4, -0.8], [0.5, 1.2, 0.1], [1.8, -0.4, -0.4], [-0.6, 0.3, 0.3], [-0.5, 0.0, -0.1], [0.2, 0.0, 0.5], [-0.4, 0.3, -0.3], [0.2, 0.2, -0.5], [0.3, 0.2, -0.1], [0.4, -0.1, -0.4], [-0.8, 0.5, 0.3], [-0.8, -1.2, -0.8], [1.4, -0.1, 0.4], [0.6, -0.1, 0.3], [0.1, -0.2, 1.1], [0.1, -0.3, 0.1], [0.3, -2.0, 0.5], [-0.4, 0.9, -1.5], [0.0, 0.4, 0.6], [1.0, -0.2, -0.7], [-0.4, -0.5, -0.1], [-0.1, -0.9, -1.3], [-1.0, -0.2, 0.3], [0.5, 0.0, -0.3], [-0.1, 0.1, -0.4], [0.6, -0.1, 0.9], [-0.5, 0.2, -0.2], [0.3, 0.5, 0.7], [0.3, 0.0, 0.3], [0.1, 2.4, 0.5], [-0.5, -2.4, -0.5], [0.7, 1.7, -0.3], [-0.3, -2.4, 1.7], [-0.3, 0.2, 0.4], [0.5, -1.0, -2.6], [-0.4, 0.1, 1.5], [0.3, 0.6, 2.5], [0.1, 1.1, -1.2], [0.2, 0.1, -0.1], [0.2, 0.1, 0.2], [-0.2, -0.7, -2.0], [-0.3, -0.3, -0.2], [0.0, 0.4, 0.2], [-1.9, 0.7, -3.3], [0.4, -0.5, -0.5], [1.3, -0.4, 3.7], [0.4, 0.9, -0.3], [-0.2, -0.6, 0.3], [0.4, -0.9, 0.7], [-0.2, -0.1, -1.1], [0.1, -0.2, -0.1], [-0.1, 0.8, 0.6]], "lowdin_charge": [0.740, -0.002, -0.140, -0.156, -0.105, -0.185, -0.186, -0.011, 0.085, 0.042, 0.133, 0.153, 0.098, 0.142, 0.088, 0.111, 0.163, 0.142, 0.127, 0.095, 0.021, -0.406, 0.826, -0.492, -0.250, -0.261, -0.441, 1.015, -0.404, -0.107, -0.048, -0.034, -0.046, -0.039, -0.362, -0.128, -0.043, -0.057, -0.026, -0.070, 0.951, -0.351, -0.056, -0.040, -0.001, -0.024, -0.116, -0.337, -0.105, -0.058, -0.019, -0.034, -0.080, 0.016, 0.026, 0.058, 0.084, 0.078, 0.086, 0.097, 0.115, 0.113, 0.077, 0.107, 0.158, 0.109, 0.114, 0.118, 0.121, 0.100, 0.149, 0.101, 0.081, 0.097, 0.106, 0.138, 0.082, 0.111, 0.138, 0.124, 0.107, 0.075, 0.232, -0.150, -0.179, 0.063, -0.093, -0.016, -0.167, 0.028, 0.123, 0.103, 0.110, 0.181, -0.045, 0.038, -0.655, 0.205, -0.023, 0.109, 0.094, 0.097, 0.162, 0.096, 0.091]}



{"formula": "C6H11NO", "method": "ωB97M-V/def2-TZVPD", "energy_ev": -9931.7074, "e_homo_ev": [-7.57, -8.00], "homo_lumo_gap_ev": [7.39, 8.07], "symbols": ["C", "C", "C", "N", "C", "C", "C", "O", "H", "H", "H", "H", "H", "H", "H", "H", "H", "H", "H"], "positions_angstrom": [[0.15278, 0.59041, 0.18134], [2.89751, 0.10528, 0.04686], [-2.54175, -0.13260, 0.56288], [2.20426, 1.08188, 0.72516], [0.38071, -0.83315, 0.30889], [-1.44579, -0.04964, -0.44025], [-1.54473, -0.22800, -1.74720], [0.23106, -1.74717, 1.03094], [2.15902, 0.85348, 1.71911], [0.47882, 1.07760, -0.72237], [-0.23388, 1.15168, 1.02916], [1.96703, -0.80905, -0.23075], [3.67396, -0.44532, 0.58780], [3.27918, 0.44177, -0.91896], [-2.28552, -0.83568, 1.36213], [-2.72101, 0.84410, 1.02561], [-3.47927, -0.46655, 0.11022], [-0.68851, -0.11511, -2.40449], [-2.48388, -0.48394, -2.22607]], "forces_ev_per_angstrom": [[-4.0, -0.9, -1.2], [-0.7, 0.6, 0.8], [0.0, -0.1, 0.2], [1.0, -0.3, -0.2], [3.1, -0.8, 0.8], [0.9, 1.1, 0.3], [0.2, 0.0, 0.0], [-0.8, 0.5, -0.4], [0.1, -0.1, 0.0], [0.2, 0.1, 0.3], [0.3, 0.2, -0.1], [0.1, 0.3, -0.2], [-0.3, -0.3, 0.0], [-0.3, -0.2, -0.2], [0.0, 0.1, 0.0], [0.1, -0.1, 0.0], [0.1, 0.0, 0.0], [0.0, 0.0, 0.1], [0.0, -0.1, 0.1]], "lowdin_charge": [-0.107, -0.254, -0.072, -0.093, -0.288, -0.296, 0.044, 0.143, 0.044, 0.111, 0.115, 0.114, 0.076, 0.069, 0.083, 0.086, 0.084, 0.071, 0.070]}